The ion CH2OPS2 with charge -1 in a non-equilibrium geometry, computed with ωB97M-V/def2-TZVPD.

Atoms and positions in Å:
C 1.5663 0.5624 1.6093
O 1.3410 1.5133 2.3647
P -0.1064 -0.0804 0.7356
S 2.8688 -0.2450 1.1079
S -0.6339 -1.6690 1.7290
H -1.3822 0.7628 0.4905
H 0.0868 -0.3715 -0.6256

2S+1: 1
Orbital gap (eV): 7.590
Relative energy (zero: lowest compared OMol25 entry of this formula, charge and spin) (kcal/mol): 5.53
SMILES string: [O-]C(=S)[PH2]=S
Net charge: -1

Let us look at the Mulliken charges, expressed in e, one per atom: number 1, C, carries 0.37; number 2, O, carries -0.58; number 3, P, carries 0.07; number 4, S, carries -0.44; number 5, S, carries -0.50; number 6, H, carries 0.05; number 7, H, carries 0.04